C26H25F2N4O2 | the ωB97M-V functional and the def2-TZVPD basis

Each line ends with the natural charge from an NBO analysis.
Atoms and positions in Å:
F -5.33 4.37 2.61  -0.303
C -4.11 3.79 2.42  0.472
C -4.05 2.44 2.06  -0.281
C -2.79 1.87 1.82  -0.078
C -1.59 2.63 2.01  -0.208
C -0.32 1.95 1.94  0.194
C 0.96 2.57 1.87  -0.204
C 2.13 1.76 2.05  -0.054
C 3.35 2.35 2.37  -0.298
C 3.42 3.74 2.43  0.490
F 4.59 4.33 2.83  -0.300
C 2.35 4.57 2.09  -0.298
C 1.16 3.97 1.72  -0.089
C -1.74 3.99 2.42  -0.106
C -2.98 4.58 2.60  -0.288
H -4.96 1.84 1.98  0.258
H -2.71 0.82 1.57  0.239
H -0.35 0.92 2.26  0.270
H 2.04 0.67 2.00  0.241
H 4.23 1.74 2.60  0.259
H 2.43 5.66 2.12  0.258
H 0.32 4.61 1.41  0.233
H -0.85 4.55 2.72  0.224
H -3.03 5.62 2.91  0.257
C -2.00 0.99 -4.40  -0.718
C -1.81 0.58 -2.97  0.705
O -2.41 1.07 -2.01  -0.602
N -0.88 -0.45 -2.85  -0.449
C -0.58 -1.36 -3.96  -0.219
C -0.58 -2.80 -3.47  -0.215
N 0.27 -2.93 -2.31  -0.429
C 0.53 -4.30 -1.94  -0.201
C 1.64 -4.36 -0.91  -0.224
N 1.38 -3.45 0.20  -0.439
C 1.84 -3.76 1.47  0.701
C 2.79 -4.92 1.46  -0.716
O 1.48 -3.17 2.49  -0.600
C 0.75 -2.23 -0.05  0.077
C 0.66 -1.21 0.91  -0.004
N 0.05 -0.04 0.65  -0.488
C -0.38 0.24 -0.57  0.030
C -0.34 -0.71 -1.59  0.069
C 0.25 -1.96 -1.34  0.227
H -1.03 1.07 -4.90  0.232
H -2.64 0.23 -4.89  0.238
H -2.52 1.96 -4.40  0.256
H -1.35 -1.27 -4.74  0.233
H 0.42 -1.14 -4.38  0.208
H -1.61 -3.15 -3.26  0.191
H -0.16 -3.46 -4.24  0.218
H -0.39 -4.80 -1.56  0.191
H 0.84 -4.82 -2.86  0.218
H 1.68 -5.40 -0.55  0.231
H 2.59 -4.11 -1.42  0.205
H 3.58 -4.76 0.70  0.231
H 3.24 -5.02 2.45  0.257
H 2.22 -5.84 1.22  0.236
H 1.06 -1.31 1.90  0.239
H -0.79 1.23 -0.70  0.223

Computed properties:
Energy relative to the best compared isomer or geometry (same formula, charge and spin), kJ/mol: 71.9
Net charge: +1
Electronic energy, eV: -42850.884
HOMO, eV: -10.602

=====

C4H3NS | the ωB97M-V functional and the def2-TZVPD basis

Each line ends with the natural charge from an NBO analysis.
Atoms and positions in Å:
S 2.39 -0.99 -0.02  0.185
C 0.91 -0.41 -0.13  -0.229
C -0.38 -1.00 -0.12  -0.360
C -1.25 0.05 0.02  0.054
N -0.65 1.35 -0.01  -0.417
C 0.61 1.09 -0.06  0.083
H -0.61 -2.07 -0.03  0.248
H -2.38 0.09 0.39  0.226
H 1.36 1.88 -0.04  0.209

Computed properties:
Energy relative to the best compared isomer or geometry (same formula, charge and spin), kJ/mol: 51.8
Electronic energy, eV: -16519.713
HOMO, eV: -9.262
Structure (SMILES): S=C1C=CN=C1

=====

C5H9NO2 | the ωB97M-V functional and the def2-TZVPD basis

Each line ends with the natural charge from an NBO analysis.
Atoms and positions in Å:
C 0.90 1.44 0.14  -0.421
C -0.31 0.28 -1.62  -0.421
N 0.17 0.24 -0.25  -0.432
C -1.36 0.04 0.78  0.687
C 0.52 -1.24 0.78  0.377
C -0.67 -0.86 1.55  -0.651
O 0.44 -2.35 0.02  -0.705
O -2.39 0.63 0.65  -0.573
H -0.12 -2.32 -0.76  0.491
H 1.50 -1.19 1.28  0.182
H -0.67 -0.86 2.62  0.237
H -0.80 -0.66 -1.86  0.196
H 1.36 1.31 1.11  0.214
H 0.24 2.31 0.20  0.209
H 1.70 1.65 -0.59  0.194
H 0.51 0.47 -2.31  0.190
H -1.03 1.10 -1.74  0.225

Computed properties:
Energy relative to the best compared isomer or geometry (same formula, charge and spin), kJ/mol: 376.6
Electronic energy, eV: -10912.673
HOMO, eV: -7.936

=====

C30H34AsLiO3P2Te | the ωB97M-V functional and the def2-TZVPD basis

Each line ends with the Löwdin charge.
Atoms and positions in Å:
Li 7.48 3.17 19.24  0.527
C 12.85 4.41 21.33  -0.094
C 11.51 4.08 21.90  -0.274
O 11.07 2.76 21.39  -0.298
P 9.58 2.54 20.93  0.013
O 9.21 3.10 19.57  -0.534
Te 7.91 3.37 22.44  0.283
O 9.56 0.94 20.72  -0.293
C 10.20 0.01 21.68  -0.258
C 10.45 -1.33 21.03  -0.079
H 13.23 5.42 21.56  0.084
H 12.79 4.35 20.25  0.074
H 13.65 3.74 21.71  0.088
H 10.77 4.84 21.53  0.104
H 11.52 4.05 23.00  0.122
H 9.62 -0.06 22.61  0.117
H 11.18 0.43 21.92  0.099
H 9.58 -1.84 20.63  0.074
H 10.95 -1.89 21.82  0.079
H 11.15 -1.19 20.20  0.080
C 4.16 3.76 21.03  -0.482
C 2.67 3.84 21.28  -0.423
As 2.25 4.74 23.01  1.305
C 0.32 4.88 22.72  -0.432
C -0.06 5.86 21.84  -0.146
C -1.44 6.08 21.55  -0.077
C -2.40 5.22 22.09  -0.109
C -2.02 4.33 23.08  -0.099
C -0.68 4.20 23.43  -0.100
C 2.33 3.21 24.23  -0.419
C 3.09 3.29 25.37  -0.143
C 3.33 2.16 26.13  -0.082
C 2.81 0.90 25.79  -0.080
C 1.99 0.85 24.68  -0.097
C 1.68 1.99 23.92  -0.123
P 4.83 3.03 19.52  0.989
C 4.16 4.08 18.17  -0.403
C 4.95 5.14 17.74  -0.123
C 4.63 5.87 16.58  -0.071
C 3.59 5.41 15.70  -0.069
C 2.77 4.39 16.19  -0.077
C 3.00 3.82 17.46  -0.110
C 3.89 1.50 19.23  -0.364
C 3.64 0.96 17.94  -0.108
C 2.82 -0.18 17.76  -0.095
C 2.17 -0.80 18.82  -0.074
C 2.49 -0.31 20.10  -0.076
C 3.30 0.79 20.30  -0.099
H 4.71 3.33 21.89  0.027
H 4.56 4.82 21.05  0.093
H 2.21 2.85 21.38  0.035
H 2.11 4.29 20.44  0.071
H 0.72 6.49 21.36  0.096
H -1.70 6.86 20.82  0.101
H -3.47 5.23 21.75  0.118
H -2.73 3.77 23.66  0.097
H -0.40 3.48 24.20  0.090
H 3.45 4.25 25.71  0.092
H 3.97 2.31 27.03  0.115
H 3.05 0.04 26.38  0.093
H 1.45 -0.10 24.48  0.110
H 1.00 1.92 23.09  0.097
H 5.83 5.44 18.39  0.114
H 5.24 6.73 16.39  0.091
H 3.42 5.92 14.75  0.103
H 1.86 4.08 15.62  0.116
H 2.32 3.07 17.84  0.101
H 4.13 1.37 17.02  0.122
H 2.71 -0.55 16.72  0.108
H 1.55 -1.71 18.70  0.113
H 2.08 -0.75 20.95  0.082
H 3.41 1.16 21.29  0.086

Computed properties:
Electronic energy, eV: -124721.078
HOMO, eV: -6.905